# 1
ORCA calculation (wB97M-V/def2-TZVPD) on C29H36F13IN3O3S as an isolated structure in a non-equilibrium geometry.

The total charge is +1. Its multiplicity is 1. The orbital gap is 7.07 eV.

Element x y z (Å)
C1 5.088 -3.094 1.989
C2 4.222 -3.302 1.191
C3 3.091 -3.494 0.311
C4 3.126 -2.532 -0.879
C5 2.983 -1.078 -0.389
N1 1.687 -0.936 0.286
C6 1.735 -0.639 1.729
C7 2.503 0.611 2.194
O1 3.596 0.903 1.781
C8 1.846 1.436 3.265
C9 1.889 2.820 3.252
C10 1.246 3.510 4.254
C11 0.572 2.852 5.257
C12 0.540 1.470 5.286
C13 1.181 0.771 4.278
C14 0.668 -0.373 -0.455
N2 0.786 0.723 -1.311
I1 0.751 2.521 -0.336
N3 -0.510 -0.941 -0.404
C15 -0.764 -2.133 0.401
C16 -1.396 -1.857 1.789
C17 -2.842 -2.355 1.900
C18 -3.406 -1.817 3.125
C19 -3.865 -1.369 4.134
C20 -1.653 -0.434 -1.177
C21 -2.456 0.604 -0.391
C22 -3.547 1.267 -1.237
F1 -3.691 0.548 -2.384
F2 -3.141 2.495 -1.616
C23 -4.957 1.291 -0.566
F3 -5.876 1.168 -1.549
F4 -5.091 0.194 0.207
C24 -5.371 2.592 0.181
F5 -6.627 2.434 0.624
F6 -5.419 3.555 -0.765
C25 -4.418 3.119 1.299
F7 -4.538 4.453 1.311
F8 -3.133 2.859 1.013
S1 -4.787 2.546 3.074
F9 -3.404 1.763 3.147
F10 -4.042 3.824 3.629
F11 -6.135 3.336 3.043
F12 -5.473 1.235 2.544
F13 -5.095 2.095 4.545
H1 5.948 -3.041 2.605
H2 2.169 -3.396 0.881
H3 3.098 -4.521 -0.048
H4 2.354 -2.786 -1.603
H5 4.111 -2.652 -1.321
H6 3.117 -0.424 -1.249
H7 3.821 -0.900 0.272
H8 2.217 -1.491 2.211
H9 0.729 -0.593 2.127
H10 2.417 3.327 2.461
H11 1.252 4.591 4.247
H12 0.057 3.392 6.035
H13 0.013 0.935 6.058
H14 1.136 -0.308 4.294
H15 1.533 0.641 -1.992
H16 0.141 -2.710 0.533
H17 -1.450 -2.769 -0.147
H18 -1.424 -0.778 1.929
H19 -0.796 -2.270 2.591
H20 -3.452 -2.006 1.071
H21 -2.853 -3.439 1.980
H22 -4.032 -0.814 5.020
H23 -2.311 -1.276 -1.360
H24 -1.347 -0.073 -2.147
H25 -1.790 1.398 -0.073
H26 -2.830 0.149 0.519
C26 2.157 0.833 -5.909
O2 2.822 0.257 -4.790
C27 2.546 -1.123 -4.627
C28 3.659 -1.992 -5.179
O3 3.779 -1.861 -6.580
C29 4.821 -0.983 -6.985
H27 2.640 1.784 -6.126
H28 2.223 0.195 -6.791
H29 1.104 1.018 -5.672
H30 1.589 -1.392 -5.085
H31 2.467 -1.308 -3.546
H32 3.419 -3.040 -4.972
H33 4.608 -1.760 -4.685
H34 5.790 -1.484 -6.903
H35 4.835 -0.066 -6.394
H36 4.647 -0.725 -8.028

***

# 2
ORCA calculation (wB97M-V/def2-TZVPD) on an isolated molecule of C10H15N3O in a non-equilibrium geometry.

As for the energy above the lowest of the compared OMol25 structures with the same formula, charge and spin: 56.4 kcal per mole. The total charge is 0. Its multiplicity is 3. The orbital gap (spin up / spin down) is 5.94 / 7.10 eV.

Element x y z (Å)
C1 1.398 0.970 0.594
C2 2.706 1.281 0.154
C3 0.608 -0.162 0.399
C4 2.242 -1.842 0.331
C5 3.183 -2.478 0.711
C6 -2.992 0.126 -1.058
C7 -2.318 1.386 -0.456
C8 -2.193 -1.179 -0.770
C9 -1.511 1.155 0.898
C10 -1.589 -1.243 0.590
N1 3.333 0.569 -0.737
N2 -0.747 -0.062 0.746
N3 1.070 -1.378 -0.057
O1 4.609 1.059 -1.037
H1 0.962 1.783 1.267
H2 3.155 2.165 0.663
H3 4.153 -2.755 1.028
H4 5.312 0.888 -0.365
H5 -4.069 0.141 -0.650
H6 -3.208 0.222 -2.111
H7 -1.640 1.975 -1.163
H8 -3.134 2.133 -0.297
H9 -2.699 -2.074 -1.068
H10 -1.359 -1.176 -1.610
H11 -0.998 2.103 1.165
H12 -2.306 1.115 1.695
H13 -2.321 -1.169 1.463
H14 -0.769 -2.029 0.793
H15 1.119 -1.526 -1.119

***

# 3
ORCA calculation (wB97M-V/def2-TZVPD) on a 4-piece molecular cluster, C12H20BNO12 overall in a non-equilibrium geometry.

Its structure (SMILES) is CCB(O)NC(=O)O.O=C1OCCO1.O=C1OCCO1.O=C1OCCO1. The total charge is 0. Its multiplicity is 1. The orbital gap is 10.19 eV.

Element x y z (Å)
C1 2.107 1.370 -0.736
C2 0.660 1.829 -1.354
B1 -0.471 0.632 -1.435
O1 -0.607 -0.369 -2.515
N1 -1.501 0.607 -0.280
C3 -2.755 1.369 -0.651
O2 -3.937 0.853 -0.222
O3 -2.823 2.644 -1.386
H1 2.056 0.560 0.107
H2 2.593 2.347 -0.254
H3 2.825 1.073 -1.636
H4 0.226 2.667 -0.656
H5 0.738 2.292 -2.436
H6 0.298 -0.645 -2.884
H7 -1.722 -0.398 -0.028
H8 -2.619 2.529 -2.363
O4 -4.777 5.589 4.248
C4 -4.895 4.998 3.187
O5 -6.090 4.664 2.619
C5 -5.809 4.203 1.310
C6 -4.386 3.753 1.403
O6 -3.848 4.584 2.415
H9 -6.485 3.390 1.032
H10 -5.940 5.032 0.607
H11 -4.298 2.709 1.719
H12 -3.845 3.887 0.463
O7 4.533 0.711 -2.328
C7 4.615 -0.454 -1.975
O8 3.952 -0.985 -0.906
C8 4.130 -2.387 -0.968
C9 5.385 -2.540 -1.765
O9 5.382 -1.395 -2.597
H13 4.221 -2.811 0.036
H14 3.262 -2.832 -1.465
H15 6.283 -2.520 -1.139
H16 5.389 -3.455 -2.364
O10 3.434 -4.482 0.877
C10 2.251 -4.422 1.167
O11 1.776 -4.211 2.430
C11 0.384 -3.984 2.313
C12 0.034 -4.655 1.024
O12 1.229 -4.559 0.272
H17 -0.151 -4.413 3.164
H18 0.202 -2.905 2.285
H19 -0.216 -5.713 1.157
H20 -0.791 -4.157 0.506

***

# 4
ORCA calculation (wB97M-V/def2-TZVPD) on C33H46CuN6 as an isolated structure in a non-equilibrium geometry.

As for the energy above the lowest of the compared OMol25 structures with the same formula, charge and spin: 10.2 kcal per mole. The total charge is -2. Its multiplicity is 2. The orbital gap (spin up / spin down) is 1.54 / 4.08 eV.

Element x y z (Å)
Cu1 0.379 0.017 0.428
N1 0.100 -2.283 2.010
N2 0.871 -2.701 -0.988
C1 1.993 1.445 0.005
C2 2.979 0.453 0.308
C3 2.869 0.130 1.684
C4 3.626 -0.908 2.418
H1 4.450 -1.288 1.806
H2 2.979 -1.764 2.673
H3 4.035 -0.494 3.351
C5 1.908 0.979 2.275
C6 1.665 1.123 3.730
H4 2.607 1.345 4.263
H5 1.276 0.186 4.160
H6 0.955 1.934 3.950
C7 1.304 1.767 1.240
C8 0.447 2.963 1.448
H7 -0.498 2.668 1.931
H8 0.210 3.438 0.487
H9 0.935 3.720 2.089
C9 3.983 -0.086 -0.631
H10 4.934 -0.265 -0.111
H11 4.157 0.604 -1.464
H12 3.669 -1.049 -1.057
C10 1.901 2.285 -1.211
H13 0.948 2.108 -1.723
H14 2.697 2.044 -1.923
H15 1.951 3.360 -0.975
C11 -0.782 -2.397 3.029
H16 -0.587 -1.812 3.931
C12 -1.907 -3.246 2.976
H17 -2.679 -3.165 3.738
C13 -2.015 -4.170 1.914
H18 -2.830 -4.896 1.868
C14 -1.009 -4.198 0.969
H19 -0.976 -4.884 0.111
C15 0.093 -3.301 1.129
C16 1.125 -3.397 0.154
H20 2.141 -3.720 0.409
C17 0.512 -1.329 -1.070
C18 0.839 -3.307 -2.249
H21 1.052 -4.349 -2.382
C19 0.452 -2.370 -3.106
H22 0.311 -2.420 -4.166
N3 0.400 -1.150 -2.417
C20 0.508 0.061 -3.187
C21 1.615 0.206 -4.051
C22 1.694 1.331 -4.880
H23 2.591 1.455 -5.494
C23 0.659 2.265 -4.957
C24 0.718 3.421 -5.917
H24 0.699 4.382 -5.390
H25 -0.140 3.412 -6.600
H26 1.625 3.384 -6.526
C25 -0.441 2.106 -4.105
H27 -1.249 2.850 -4.103
C26 -0.548 0.989 -3.253
C27 -1.770 0.818 -2.402
H28 -2.213 -0.185 -2.513
H29 -2.528 1.562 -2.690
H30 -1.551 0.961 -1.330
C28 2.765 -0.744 -4.066
H31 2.456 -1.790 -4.167
H32 3.407 -0.651 -3.176
H33 3.381 -0.495 -4.940
C29 -1.722 0.707 4.032
N4 -2.125 1.207 2.713
C30 -2.801 2.513 2.748
C31 -2.414 0.257 1.709
N5 -1.546 -0.115 0.797
N6 -3.642 -0.319 1.671
C32 -4.558 -0.303 2.794
C33 -3.985 -1.212 0.574
H34 -2.379 -0.111 4.389
H35 -1.760 1.541 4.752
H36 -0.694 0.330 3.974
H37 -2.768 2.984 1.756
H38 -3.849 2.455 3.085
H39 -2.239 3.144 3.450
H40 -1.978 -0.815 0.193
H41 -5.550 -0.563 2.412
H42 -4.268 -1.040 3.563
H43 -4.604 0.696 3.240
H44 -3.877 -0.691 -0.389
H45 -3.360 -2.120 0.578
H46 -5.030 -1.506 0.697

***

# 5
ORCA calculation (wB97M-V/def2-TZVPD) on C60H43CsF4I5N8O3S as an isolated structure in a non-equilibrium geometry.

The total charge is -2. Its multiplicity is 2. The orbital gap (spin up / spin down) is 4.90 / 4.65 eV.

Element x y z (Å)
Cs1 -0.605 0.085 0.812
I1 -2.760 -9.198 1.340
C1 -1.909 -7.336 0.771
C2 -1.570 -6.419 1.744
C3 -1.006 -5.217 1.358
C4 -0.799 -4.920 0.012
C5 -1.154 -5.868 -0.942
C6 -1.695 -7.084 -0.570
C7 -0.270 -3.587 -0.359
C8 1.038 -3.316 0.051
C9 1.942 -4.402 0.442
C10 3.093 -3.821 0.817
C11 2.891 -2.375 0.669
C12 3.821 -1.459 1.155
C13 4.987 -2.059 1.858
C14 5.078 -2.124 3.243
C15 6.220 -2.618 3.852
C16 7.263 -3.059 3.063
I2 9.034 -3.787 3.989
C17 7.190 -3.037 1.687
C18 6.047 -2.534 1.091
C19 3.595 0.777 -0.061
N1 2.584 0.748 -0.917
C20 2.865 1.670 -1.890
C21 2.095 2.013 -3.005
C22 2.732 2.957 -3.958
C23 3.557 2.511 -4.983
C24 4.154 3.408 -5.851
C25 3.910 4.756 -5.689
I3 4.849 6.144 -6.993
C26 3.087 5.228 -4.685
C27 2.492 4.321 -3.827
C28 0.792 1.640 -3.338
C29 0.193 1.852 -4.624
C30 -1.066 1.330 -4.547
C31 -1.206 0.857 -3.204
N2 -0.106 1.050 -2.497
C32 -2.430 0.265 -2.656
C33 -2.257 -0.977 -1.728
C34 -3.241 -2.058 -1.700
C35 -2.600 -3.133 -1.211
C36 -1.217 -2.728 -0.966
N3 -1.029 -1.468 -1.327
C37 -3.620 0.351 -3.556
C38 -3.823 -0.524 -4.617
C39 -4.907 -0.366 -5.462
C40 -5.806 0.654 -5.222
I4 -7.462 0.904 -6.525
C41 -5.642 1.521 -4.163
C42 -4.540 1.373 -3.340
C43 4.133 2.297 -1.616
C44 4.585 1.752 -0.458
N4 1.657 -2.130 0.191
H1 -1.763 -6.628 2.787
H2 -0.754 -4.481 2.107
H3 -0.984 -5.644 -1.984
H4 -1.948 -7.818 -1.321
H5 1.719 -5.454 0.388
H6 3.991 -4.295 1.173
H7 4.256 -1.774 3.847
H8 6.296 -2.661 4.928
H9 8.008 -3.405 1.085
H10 5.973 -2.503 0.014
H11 3.736 1.454 -5.090
H12 4.815 3.058 -6.630
H13 2.922 6.288 -4.560
H14 1.851 4.667 -3.030
H15 0.675 2.290 -5.480
H16 -1.817 1.297 -5.318
H17 -4.274 -1.934 -1.974
H18 -3.027 -4.099 -1.013
H19 -3.126 -1.331 -4.793
H20 -5.044 -1.037 -6.296
H21 -6.356 2.307 -3.976
H22 -4.404 2.042 -2.506
H23 4.600 3.062 -2.210
H24 5.508 1.949 0.058
C45 -3.296 3.169 1.207
N5 -2.071 3.203 1.976
C46 -1.288 4.372 1.642
C47 -2.298 3.156 3.407
C48 -3.152 1.988 3.907
N6 -2.757 0.738 3.329
C49 -3.506 -0.317 3.496
C50 -3.193 -1.511 2.769
F1 -2.087 -1.502 1.972
C51 -3.937 -2.657 2.832
F2 -3.582 -3.722 2.065
C52 -5.044 -2.780 3.663
C53 -5.360 -1.667 4.427
F3 -6.407 -1.771 5.292
C54 -4.655 -0.490 4.353
F4 -5.039 0.515 5.198
H25 -4.006 3.960 1.516
H26 -3.768 2.195 1.315
H27 -3.060 3.307 0.151
H28 -0.989 4.328 0.595
H29 -0.384 4.390 2.250
H30 -1.841 5.313 1.828
H31 -2.777 4.090 3.771
H32 -1.310 3.092 3.865
H33 -4.208 2.209 3.694
H34 -3.052 1.978 5.008
H35 -5.616 -3.688 3.729
O1 1.646 -1.689 -2.677
H36 2.037 -1.233 -1.920
H37 0.709 -1.505 -2.535
S1 4.645 0.769 2.374
C55 3.874 -0.041 1.099
O2 0.954 3.791 -0.744
H38 0.542 2.961 -1.016
H39 1.879 3.557 -0.614
O3 -3.828 0.596 -0.757
N7 -2.669 0.372 -1.251
I5 -0.208 2.445 7.109
C56 0.761 2.673 5.248
C57 1.504 3.811 4.994
C58 2.127 3.917 3.761
C59 1.969 2.880 2.851
N8 1.244 1.805 3.106
C60 0.647 1.694 4.274
H40 1.597 4.593 5.736
H41 2.724 4.784 3.521
H42 2.456 2.905 1.887
H43 0.057 0.804 4.437

***

# 6
ORCA calculation (wB97M-V/def2-TZVPD) on C14H35CaClF9MgN3O9S2Si as an isolated structure in a non-equilibrium geometry.

The total charge is 0. Its multiplicity is 1. The orbital gap is 2.06 eV.

Element x y z (Å)
C1 4.182 -2.295 -0.419
O1 2.784 -2.203 -0.617
C2 2.317 -0.925 -0.311
C3 0.850 -0.734 -0.763
O2 0.692 -1.335 -1.981
C4 -0.693 -1.587 -2.319
C5 -1.363 -2.741 -1.555
C6 -2.237 -2.291 -0.353
C7 -3.557 -3.056 -0.190
O3 -4.558 -2.135 -0.403
Si1 0.466 1.179 -0.763
C8 1.711 2.150 0.294
C9 -1.261 1.374 -0.069
C10 0.407 1.799 -2.538
H1 4.433 -2.575 0.602
H2 4.599 -3.063 -1.063
H3 4.700 -1.362 -0.646
H4 2.360 -0.689 0.760
H5 2.904 -0.207 -0.898
H6 0.226 -1.196 0.048
H7 -1.386 -0.693 -2.256
H8 -0.684 -1.867 -3.365
H9 -2.050 -3.203 -2.258
H10 -0.670 -3.531 -1.264
H11 -2.387 -1.211 -0.392
H12 -1.587 -2.484 0.545
H13 -3.651 -3.465 0.818
H14 -3.553 -3.867 -0.911
H15 -4.642 -1.606 0.407
H16 1.435 3.235 0.367
H17 2.728 2.085 -0.190
H18 1.855 1.725 1.281
H19 -1.950 1.093 -0.886
H20 -1.329 2.475 0.178
H21 -1.495 0.691 0.795
H22 -0.577 1.516 -2.904
H23 0.460 2.887 -2.502
H24 1.214 1.359 -3.121
O4 -5.558 1.449 -1.835
C11 -6.415 0.753 -2.351
N1 -7.034 1.028 -3.531
C12 -6.764 -0.458 -1.592
H25 -7.737 0.436 -3.930
H26 -6.777 1.871 -4.015
H27 -7.070 -0.148 -0.594
H28 -5.848 -1.022 -1.537
H29 -7.551 -1.083 -2.016
F1 -2.791 -0.252 -2.869
O5 -4.587 0.474 0.919
H30 -3.928 0.590 1.609
H31 -4.386 1.181 0.280
N2 -3.010 1.669 -2.909
H32 -2.650 1.430 -1.946
H33 -4.018 1.487 -2.886
H34 -2.836 2.644 -3.135
H35 -2.562 1.061 -3.589
Cl1 -0.247 4.202 0.614
Mg1 -0.661 -1.635 1.681
C13 8.514 1.073 5.222
F2 9.786 0.746 5.431
F3 7.911 1.187 6.409
F4 8.486 2.285 4.639
S1 7.693 -0.189 4.171
O6 7.758 -1.402 4.926
O7 8.420 -0.169 2.934
N3 6.259 0.513 4.124
S2 5.138 -0.204 3.291
O8 4.606 -1.420 3.826
O9 5.290 -0.157 1.853
C14 3.834 1.042 3.589
F5 4.242 2.240 3.102
F6 3.531 1.210 4.865
F7 2.696 0.703 2.951
F8 -3.415 -2.630 2.817
Ca1 3.962 3.644 -0.312
F9 -2.979 2.601 -1.361